Record 1
Computed, not measured: F2HNS as an isolated structure at a distorted geometry, with ωB97M-V with the def2-TZVPD basis set.

Results
- Kohn-Sham gap (spin up / spin down) (eV) = 10.38 / 10.38
- net charge = 0
- ΔE to the lowest compared entry with this formula, charge and spin (kJ/mol) = 155.93
- energy (eV) = -17773.578
- LUMO level (spin up / spin down) (eV) = -0.333 / -0.333
- E_HOMO (spin up / spin down) (eV) = -10.71 / -10.71
- M (g mol⁻¹) = 85.1

```
5
Properties=species:S:1:pos:R:3:mulliken_charge:R:1
N -0.487 -0.066 0.421 -0.037
F -0.970 -1.433 -0.369 -0.357
F 1.670 0.849 -0.743 -0.284
S 1.004 0.121 0.628 0.368
H -1.216 0.529 0.063 0.310
```

=====

Record 2
Computed, not measured: C28H68Cd2F12N4O12P2S3 as an isolated structure at a distorted geometry, with ωB97M-V with the def2-TZVPD basis set.

Results
- Kohn-Sham gap (eV) = 8.09
- net charge = 0
- ΔE to the lowest compared entry with this formula, charge and spin (kJ/mol) = 0.00
- energy (eV) = -153496.166
- LUMO level (eV) = -0.007
- E_HOMO (eV) = -8.09
- M (g mol⁻¹) = 1263.8

```
131
Properties=species:S:1:pos:R:3:mulliken_charge:R:1
Cd 2.801 0.145 -0.664 2.617
Cd -2.107 0.484 0.879 4.178
S 0.264 0.383 -0.193 1.894
O 1.327 0.115 0.697 -1.942
O -0.518 1.534 0.164 -1.731
O 0.998 0.424 -1.467 -1.156
O -0.786 -0.575 -0.084 -1.125
P -4.262 1.237 -0.740 1.296
F -4.384 2.469 -1.840 -0.399
F -2.887 0.706 -1.409 -0.471
F -3.333 2.216 0.216 -0.636
F -3.936 0.096 0.286 -0.604
F -5.536 1.720 0.095 -0.423
F -5.112 0.296 -1.755 -0.393
P 4.748 0.191 2.382 1.493
F 3.779 -1.004 2.713 -0.323
F 3.704 1.258 3.042 -0.296
F 5.293 -0.021 3.923 -0.380
F 5.842 1.382 2.104 -0.366
F 5.953 -0.847 1.846 -0.376
F 4.078 0.162 0.878 -0.729
C -5.977 -3.633 -2.284 -1.636
C -4.567 -3.691 -1.587 0.383
N -3.739 -4.788 -2.087 0.152
C -2.319 -4.640 -1.756 -0.528
C -1.705 -3.303 -2.240 -0.960
C -4.276 -6.123 -1.971 -0.770
C -4.306 -6.572 -0.527 -0.958
H -5.883 -3.718 -3.367 0.408
H -6.591 -2.778 -2.002 0.424
H -6.515 -4.560 -2.085 0.360
H -4.254 -2.686 -1.868 0.133
H -4.557 -3.590 -0.501 -0.202
H -2.262 -4.753 -0.673 0.282
H -1.774 -5.448 -2.244 0.457
H -0.658 -3.523 -2.449 0.310
H -2.194 -3.033 -3.175 0.450
H -1.839 -2.437 -1.592 -0.078
H -3.704 -6.778 -2.628 0.428
H -5.236 -6.228 -2.476 0.412
H -4.777 -5.832 0.121 0.249
H -3.335 -6.698 -0.049 0.264
H -4.876 -7.497 -0.443 0.400
C 2.739 3.209 0.398 -0.852
C 4.095 2.854 -0.350 -0.734
N 3.767 1.916 -1.427 1.536
C 2.794 2.515 -2.350 -0.045
C 3.162 3.922 -2.803 -1.748
C 5.060 1.686 -2.168 -0.909
C 6.204 1.093 -1.363 -1.318
H 2.965 3.759 1.311 0.650
H 2.235 2.331 0.803 -0.467
H 2.023 3.872 -0.087 0.115
H 4.580 3.792 -0.622 0.774
H 4.686 2.423 0.459 0.348
H 1.806 2.660 -1.913 -0.417
H 2.480 1.907 -3.198 0.222
H 4.044 3.814 -3.435 0.436
H 3.456 4.739 -2.144 0.233
H 2.315 4.236 -3.414 0.432
H 4.914 0.980 -2.986 0.486
H 5.419 2.659 -2.504 0.443
H 6.936 0.593 -1.997 0.386
H 6.711 1.869 -0.788 0.376
H 5.941 0.225 -0.760 0.079
C 2.701 -1.330 -3.613 -1.390
C 3.645 -1.901 -2.642 -0.763
N 3.237 -1.850 -1.194 2.564
C 2.098 -2.707 -1.138 -0.991
C 1.658 -3.094 0.258 -1.318
C 4.380 -2.311 -0.382 -0.372
C 4.793 -3.801 -0.653 -1.686
H 2.253 -0.353 -3.428 0.009
H 1.869 -2.001 -3.827 0.351
H 3.177 -1.289 -4.593 0.449
H 3.875 -2.922 -2.947 0.507
H 4.558 -1.325 -2.792 0.446
H 1.254 -2.211 -1.619 0.339
H 2.245 -3.646 -1.673 0.636
H 0.604 -3.360 0.340 0.070
H 2.302 -3.877 0.658 0.449
H 1.859 -2.321 1.000 0.019
H 4.154 -2.207 0.680 0.314
H 5.281 -1.697 -0.398 -0.076
H 3.935 -4.471 -0.610 0.291
H 5.416 -4.047 0.207 0.517
H 5.342 -4.009 -1.571 0.333
C -0.006 0.427 3.609 -1.292
C -1.082 -0.634 3.323 -0.858
N -2.422 -0.297 2.870 1.095
C -3.253 -1.512 2.613 -1.463
C -2.824 -2.403 1.418 -0.603
C -3.071 0.563 3.892 -0.073
C -4.297 1.323 3.299 -1.492
H -0.078 0.822 4.622 0.552
H 0.027 1.305 2.964 -0.200
H 0.932 -0.125 3.556 0.303
H -0.647 -1.287 2.567 0.293
H -1.069 -1.168 4.273 0.433
H -3.245 -2.066 3.552 0.632
H -4.314 -1.261 2.626 0.429
H -3.428 -3.309 1.452 0.506
H -2.889 -1.953 0.428 -0.178
H -1.809 -2.796 1.481 0.279
H -2.293 1.259 4.206 -0.175
H -3.153 0.045 4.847 0.508
H -4.987 1.566 4.107 0.446
H -4.916 0.778 2.587 0.346
H -3.930 2.246 2.850 0.207
C -1.788 4.420 5.035 -0.263
C -0.409 3.947 5.185 -0.227
O 0.079 3.777 3.908 -0.400
S -0.977 4.107 2.616 0.886
O -1.710 2.898 2.173 -0.651
O -0.375 5.024 1.648 -0.601
O -2.008 4.876 3.714 -0.420
H -1.966 5.222 5.752 0.358
H -2.395 3.554 5.300 0.191
H -0.251 2.971 5.643 0.212
H 0.304 4.625 5.656 0.292
C -1.720 5.389 -1.471 -0.163
C -1.232 4.002 -1.600 1.612
O -0.713 3.773 -2.847 -0.100
S -1.160 5.026 -3.818 0.988
O -2.536 4.799 -4.265 -0.554
O -0.050 5.411 -4.712 -0.568
O -1.265 6.077 -2.595 -0.404
H -1.330 5.801 -0.539 0.287
H -2.795 5.482 -1.624 0.372
H -1.934 3.186 -1.429 -0.537
H -0.565 3.727 -0.783 -0.841
```

=====

Record 3
Computed, not measured: C4H14HfO17 as an isolated structure at a distorted geometry, with ωB97M-V with the def2-TZVPD basis set.

Results
- Kohn-Sham gap (eV) = 9.48
- net charge = 0
- ΔE to the lowest compared entry with this formula, charge and spin (kJ/mol) = 0.00
- energy (eV) = -40495.730
- LUMO level (eV) = -0.364
- E_HOMO (eV) = -9.84
- M (g mol⁻¹) = 512.6

```
36
Properties=species:S:1:pos:R:3:mulliken_charge:R:1
Hf 11.817 13.697 24.661 2.409
C 13.297 15.648 23.982 0.823
O 12.458 15.059 23.297 -0.698
O 13.969 16.783 23.772 -0.444
O 13.338 14.961 25.014 -0.583
H 13.823 17.211 22.927 0.352
C 9.569 15.023 24.748 0.741
O 10.661 15.256 25.322 -0.640
O 8.382 15.584 25.079 -0.492
O 9.895 14.192 23.890 -0.759
H 8.371 16.208 25.807 0.357
C 11.063 12.478 26.744 0.672
O 10.754 12.217 25.584 0.194
O 10.513 11.940 27.854 -0.533
O 11.849 13.428 26.756 -0.602
H 9.811 11.316 27.635 0.321
C 13.820 11.240 24.949 0.584
O 13.356 12.372 24.708 -0.887
O 15.178 11.041 25.025 -0.506
O 13.088 10.256 25.176 -0.712
H 15.610 11.858 24.691 0.334
O 8.156 9.860 28.142 -0.634
H 8.189 9.920 27.190 0.296
H 8.432 9.003 28.326 0.333
O 8.926 11.592 22.931 -0.690
H 8.887 10.726 22.487 0.283
H 8.744 11.313 23.801 0.429
O 11.059 9.047 25.900 -0.751
H 10.512 9.658 25.450 0.266
H 11.831 9.610 25.890 0.526
O 8.448 10.165 25.176 -0.765
H 8.012 11.012 25.308 0.352
H 7.830 9.661 24.571 0.286
O 11.439 12.404 23.075 -0.546
H 11.940 11.656 22.750 0.311
H 10.470 12.253 22.876 0.370
```

=====

Record 4
Computed, not measured: BrGaH5MgNOP as an isolated structure at a distorted geometry, with ωB97M-V with the def2-TZVPD basis set.

Results
- Kohn-Sham gap (eV) = 4.70
- net charge = +1
- energy (eV) = -140762.392
- LUMO level (eV) = -7.427
- E_HOMO (eV) = -12.13
- M (g mol⁻¹) = 240.0

```
11
Properties=species:S:1:pos:R:3:mulliken_charge:R:1
N -0.593 0.484 -1.871 -0.506
P 0.698 0.223 -0.852 0.369
O 0.797 -1.384 -0.691 -0.266
Ga 0.133 0.737 1.383 0.557
Br 2.185 0.845 2.475 -0.294
H -1.070 1.343 -1.601 0.302
H -0.277 0.628 -2.826 0.314
H 0.556 -1.544 0.267 0.146
H -0.755 2.009 1.531 -0.166
H -0.662 -0.707 1.636 -0.251
Mg -1.013 -2.634 0.548 0.796
```

=====

Record 5
Computed, not measured: a 2-piece molecular cluster, C2H9N2S2 overall at a distorted geometry, with ωB97M-V with the def2-TZVPD basis set.

Results
- Kohn-Sham gap (eV) = 9.45
- net charge = +1
- ΔE to the lowest compared entry with this formula, charge and spin (kJ/mol) = 131.87
- energy (eV) = -26863.382
- LUMO level (eV) = -4.419
- E_HOMO (eV) = -13.86
- M (g mol⁻¹) = 125.2

```
15
Properties=species:S:1:pos:R:3:mulliken_charge:R:1
C 0.107 0.691 -1.308 -1.067
C -0.304 1.129 0.130 0.757
N 0.553 2.034 0.645 -0.375
N 0.521 -1.855 0.511 -0.791
S -2.494 -0.987 -0.243 -0.188
S -1.657 0.535 0.994 0.027
H -0.863 0.403 -1.730 0.356
H 0.638 1.554 -1.715 0.451
H 0.834 -0.195 -1.118 0.270
H 1.450 2.226 0.225 0.238
H 0.219 2.451 1.528 0.238
H 1.201 -1.506 1.183 0.253
H -0.123 -2.443 1.178 0.340
H 1.212 -2.313 -0.076 0.224
H -1.294 -1.724 -0.206 0.267
```

=====

Record 6
Computed, not measured: C22H29N3PdSiTe as an isolated structure, with ωB97M-V with the def2-TZVPD basis set.

Results
- Kohn-Sham gap (spin up / spin down) (eV) = 5.62 / 5.62
- net charge = +2
- energy (eV) = -46390.928
- LUMO level (spin up / spin down) (eV) = -8.544 / -8.544
- E_HOMO (spin up / spin down) (eV) = -14.17 / -14.17
- M (g mol⁻¹) = 597.6

```
57
Properties=species:S:1:pos:R:3:mulliken_charge:R:1
Pd 0.410 -0.193 -0.486 -0.552
C 4.593 0.671 -1.355 -0.689
C 5.232 -0.415 -0.771 -0.533
C 4.483 -1.388 -0.128 -0.786
C 3.105 -1.257 -0.088 0.974
N 2.495 -0.202 -0.665 0.479
C 3.217 0.743 -1.276 -0.552
C 2.172 -2.115 0.648 0.934
C 2.456 -3.364 1.188 -0.689
C 1.490 -4.029 1.931 -0.903
C 0.247 -3.456 2.154 -0.574
C -0.078 -2.217 1.603 -0.805
C 0.891 -1.598 0.842 0.729
H 5.145 1.448 -1.863 0.466
H 6.311 -0.495 -0.805 0.467
H 4.960 -2.228 0.354 0.449
H 2.666 1.555 -1.736 0.482
H 3.428 -3.816 1.038 0.451
H 1.716 -4.998 2.353 0.438
H -0.491 -3.975 2.751 0.476
H -1.048 -1.771 1.776 0.532
C -3.025 4.021 0.217 -1.385
C -3.329 2.559 0.101 0.579
C -4.594 2.055 0.361 -0.526
C -4.807 0.692 0.257 -0.862
C -3.767 -0.138 -0.125 -0.074
C -2.528 0.439 -0.400 0.175
N -2.321 1.755 -0.272 -0.304
N -1.458 -0.334 -0.847 0.334
Si -1.741 -1.661 -2.057 0.126
C -0.018 -1.982 -2.774 -0.775
C -2.373 -3.208 -1.234 -1.099
C -2.908 -1.026 -3.350 -1.121
H -3.915 4.588 0.477 0.404
H -2.642 4.407 -0.729 0.322
H -2.281 4.208 0.997 0.273
H -5.393 2.724 0.649 0.388
H -5.777 0.271 0.484 0.481
H -3.908 -1.206 -0.194 0.410
H 0.346 -2.988 -2.573 0.335
H 0.757 -1.290 -2.416 -0.005
H -0.039 -1.813 -3.852 0.471
H -1.912 -3.418 -0.267 0.289
H -2.148 -4.052 -1.893 0.449
H -3.456 -3.196 -1.105 0.414
H -2.458 -0.239 -3.957 0.330
H -3.840 -0.645 -2.933 0.382
H -3.165 -1.853 -4.016 0.389
C 0.387 3.391 -0.645 -1.026
Te 0.060 1.963 0.888 0.788
C 2.027 2.068 1.715 -1.294
H 1.402 3.769 -0.562 0.459
H -0.339 4.184 -0.481 0.355
H 0.201 2.926 -1.609 0.305
H 2.253 3.130 1.824 0.467
H 2.795 1.586 1.123 0.352
H 1.971 1.613 2.702 0.401
```

=====

Record 7
Computed, not measured: C13H26NO10Ti as an isolated structure at a distorted geometry, with ωB97M-V with the def2-TZVPD basis set.

Results
- Kohn-Sham gap (spin up / spin down) (eV) = 4.19 / 7.15
- 2S+1 = 4
- net charge = 0
- energy (eV) = -58977.827
- LUMO level (spin up / spin down) (eV) = 0.482 / 0.415
- E_HOMO (spin up / spin down) (eV) = -3.71 / -6.73
- M (g mol⁻¹) = 404.2

```
51
Properties=species:S:1:pos:R:3:lowdin_spin:R:1
Ti -0.731 -0.587 0.446 2.462
C 2.262 -2.870 0.941 0.005
C 0.907 -3.347 1.547 0.006
O -0.199 -2.937 0.788 0.039
H 2.546 -3.328 -0.006 0.000
H 3.008 -3.136 1.690 0.000
H 2.150 -1.797 0.785 0.003
H 0.896 -2.832 2.508 0.003
H 0.893 -4.427 1.693 0.000
C -1.874 1.599 -3.037 0.006
O -2.386 2.647 -2.116 0.016
C -2.176 2.475 -0.849 0.047
O -1.736 1.455 -0.289 0.063
O -2.923 3.312 -0.207 0.015
C -2.818 3.513 1.204 0.005
H -0.806 1.441 -2.884 0.001
H -2.172 1.779 -4.070 0.000
H -2.394 0.689 -2.739 0.006
H -1.858 3.970 1.445 0.001
H -2.877 2.537 1.687 0.002
H -3.582 4.138 1.665 0.000
C 1.646 3.029 -0.656 0.003
O 2.267 2.679 0.596 0.002
C 1.955 1.611 1.244 0.007
O 1.359 0.620 0.785 0.039
O 2.458 1.773 2.441 0.001
C 2.555 0.674 3.330 0.002
H 0.582 2.856 -0.499 0.002
H 2.035 2.662 -1.606 0.000
H 1.644 4.119 -0.685 0.000
H 3.406 0.737 4.007 0.000
H 2.721 -0.302 2.874 0.000
H 1.652 0.560 3.929 0.001
C -1.564 -1.608 -4.200 0.003
O -0.070 -1.468 -4.072 0.004
C 0.523 -1.111 -2.886 0.013
O -0.081 -0.751 -1.833 0.047
O 1.853 -1.266 -3.089 0.005
C 2.706 -1.038 -1.934 0.002
H -1.804 -2.178 -5.099 0.000
H -2.041 -0.632 -4.289 0.000
H -1.920 -2.168 -3.335 0.004
H 3.410 -1.831 -1.684 0.000
H 2.147 -0.815 -1.024 0.001
H 3.252 -0.118 -2.144 0.000
C -2.683 -2.183 3.462 0.018
C -2.203 -0.866 2.982 0.075
N -1.833 0.179 2.517 0.079
H -3.473 -2.686 2.904 0.004
H -2.873 -2.065 4.529 0.002
H -1.755 -2.707 3.233 0.003
```

=====

Question: What is the M in the second record?
Answer: 1263.8 g mol⁻¹